1.
Formula: C20H13BrCl6N4O4OsS
Source: the OMol25 dataset
Level of theory: ωB97M-V/def2-TZVPD

Summary:
2S+1 = 1
net charge = +2
strongest force on any atom = 0.0103 Eh/bohr
energy relative to the best compared isomer or geometry (same formula, charge and spin) = 0.0 kcal per mole

Geometry as XYZ:
```
50
Properties=species:S:1:pos:R:3:forces:R:3
H 0.31407 5.03645 1.41674 0.018 -0.005 0.009
C 0.71296 -2.04159 0.35616 -0.052 0.011 -0.006
C 1.11708 -3.47540 0.66340 0.004 0.000 -0.024
H -0.54358 4.59939 3.74820 -0.009 0.010 -0.008
H -3.04368 -3.09756 1.13797 -0.002 0.000 -0.003
C -3.74879 -2.46139 1.67039 0.003 -0.008 0.000
Cl 2.84282 -3.54215 0.27826 -0.009 -0.004 0.006
Cl 0.19935 -4.57941 -0.34380 -0.004 -0.001 0.004
C 6.03491 2.10152 -0.43514 0.002 0.002 0.003
Cl -0.56306 2.02850 -5.27163 0.007 -0.008 -0.014
N -0.49263 1.43235 -1.75551 0.066 -0.018 -0.075
C -0.55673 3.82988 2.98858 0.031 -0.037 -0.092
C -2.19396 -0.01720 3.83594 -0.017 -0.101 0.033
O 0.28217 -1.69708 -0.78994 0.024 -0.092 -0.022
C -1.09993 1.60629 2.29850 -0.049 -0.041 0.134
C 6.59953 1.57287 -1.58906 0.002 -0.002 -0.006
H 3.90288 -0.04183 -2.85804 -0.003 0.000 0.000
C -2.98434 -1.08608 3.65746 0.011 0.042 -0.066
H -1.52085 2.41068 4.24689 -0.052 -0.038 -0.057
Cl -0.67357 4.43977 -3.64285 -0.005 -0.012 -0.005
Os 0.17808 0.27874 -0.21474 0.000 -0.240 -0.002
O 1.79414 0.10870 -1.46647 0.122 -0.066 0.080
C -0.07918 3.03863 0.80894 -0.128 0.085 -0.114
H -3.51086 -1.68981 4.37551 -0.007 -0.002 -0.007
H -4.24187 -3.02967 2.45258 0.005 -0.010 -0.002
Cl 0.83831 -3.80010 2.36963 -0.010 -0.001 0.013
C 2.55485 0.84176 -0.73795 -0.020 0.023 -0.030
O 0.81712 -1.10777 1.19967 -0.016 0.009 -0.007
Cl -3.02489 2.74057 -3.89033 -0.006 -0.003 -0.003
Br 6.61101 0.09448 -4.01638 0.003 -0.001 -0.003
H -4.49403 -2.07566 0.97833 0.000 0.002 0.007
S -2.08299 -0.51118 -0.05060 -0.168 0.497 -0.050
N -0.55452 1.80364 1.09096 0.278 0.050 0.042
C -1.26652 2.78875 -3.85400 0.019 0.028 0.033
H 0.32656 3.17860 -0.18014 0.019 -0.007 0.011
H 4.25293 2.27193 0.75372 -0.002 0.001 0.000
C -0.07457 4.07283 1.71089 -0.051 -0.037 0.068
H 7.64173 1.75292 -1.81528 -0.001 0.000 0.000
O 1.91414 1.30234 0.27420 -0.033 0.131 -0.018
N -3.02778 -1.35391 2.29991 0.047 0.017 0.132
C -2.27258 -0.46824 1.64635 -0.001 -0.340 0.045
C 4.50121 0.56026 -2.18818 0.014 -0.001 0.008
C -0.82682 2.02228 -2.67379 -0.049 0.001 0.001
C 3.94534 1.10238 -1.02754 -0.013 -0.004 -0.004
C 4.70300 1.87212 -0.14461 0.004 0.005 -0.010
H 6.64478 2.69080 0.23515 0.000 0.000 -0.001
N -1.74678 0.37991 2.57011 0.052 -0.020 -0.024
C 5.83286 0.80616 -2.46067 -0.005 0.002 0.008
C -1.08880 2.58756 3.27486 -0.088 0.178 0.062
H -1.90325 0.46486 4.74971 0.068 0.004 -0.045
```
Positions in Å, forces in eV/Å.

***

2.
Formula: C20H13Cl2N2O10Ru
Source: the OMol25 dataset
Level of theory: ωB97M-V/def2-TZVPD

Summary:
2S+1 = 2
net charge = 0
strongest force on any atom = 0.0218 Eh/bohr
energy relative to the best compared isomer or geometry (same formula, charge and spin) = 7.8 kcal per mole

Geometry as XYZ:
```
48
Properties=species:S:1:pos:R:3:forces:R:3
H 1.04619 -1.50742 5.57402 -0.006 0.009 0.008
C 3.55407 -2.72918 1.86243 0.002 -0.008 0.008
O -2.95471 6.49720 0.37615 -0.005 0.019 -0.013
C 3.70722 -2.50704 0.51929 0.039 -0.013 0.007
C 2.56067 -2.03079 2.57585 -0.061 0.057 0.072
O 0.02799 0.42400 1.60230 -0.458 0.539 -0.241
O 0.39226 -2.38835 -2.03053 0.146 -0.130 -0.126
C 0.49001 -0.51805 3.74765 -0.070 0.044 -0.027
C 2.26562 -2.14589 3.95754 0.001 0.003 0.051
O 0.10965 -0.04794 -4.61334 0.052 -0.060 0.006
O -4.82681 5.76769 -0.39945 -0.014 0.013 -0.003
C -1.88806 1.83895 -0.92265 0.307 -0.076 -0.220
H 0.18304 -4.35664 -1.41242 0.032 0.031 0.009
H 2.92870 -1.41876 -1.20271 -0.027 -0.040 -0.006
O 1.06142 1.86910 -0.42631 0.239 -0.082 0.002
C -3.25393 2.09124 -1.21307 -0.088 0.105 0.022
C -1.10309 2.91800 -0.39992 0.057 -0.043 0.124
O -0.69743 -1.68542 0.29880 0.060 -0.147 -0.594
N -3.65152 5.63181 -0.11894 0.018 -0.026 0.021
H 4.46013 -3.03281 -0.04977 0.011 0.003 0.005
H -1.22341 -1.84683 -3.22492 -0.002 -0.054 0.048
N 1.92011 -0.95113 0.50861 0.064 -0.315 -0.325
C -0.33504 -2.93030 0.13682 0.072 -0.038 0.250
C -0.13239 -1.95942 -3.24255 -0.034 0.089 0.048
C 2.85876 -1.60563 -0.13963 0.031 0.070 0.094
C 1.26292 -1.40819 4.52010 0.114 -0.064 -0.075
H -1.34290 -3.46394 -1.67090 0.001 -0.038 0.005
C 1.76317 -1.14280 1.84121 0.021 0.132 0.063
H -4.86283 3.49327 -1.14524 -0.004 0.006 0.004
C -0.30878 -3.38852 -1.31974 -0.166 0.073 0.112
O 1.18886 -0.04650 -2.65655 -0.379 0.202 0.363
O -1.38650 0.68631 -1.18718 -0.643 0.225 0.186
O -0.07985 -3.70226 1.03475 -0.073 -0.048 -0.047
H 0.80449 3.76226 0.11592 0.012 0.033 -0.133
C 0.31731 2.83907 -0.22155 -0.268 0.120 -0.051
C 0.71131 -0.37447 2.39751 0.067 -0.167 0.295
C -3.81797 3.30512 -0.94507 0.051 -0.042 -0.018
Cl -0.76484 0.38861 4.51099 0.022 -0.017 -0.013
Ru 0.26092 -0.02990 -0.27543 0.882 -0.595 0.359
H -3.83688 1.28151 -1.62853 0.006 -0.015 0.009
H 0.49250 0.84226 -4.65428 0.017 -0.001 -0.002
H -1.12443 4.97746 0.26340 -0.005 0.014 0.004
H 0.13600 -2.61599 -4.07847 -0.015 0.065 -0.047
H 4.18223 -3.44024 2.38126 0.003 0.006 0.010
Cl 3.18843 -3.23979 4.94215 -0.022 0.034 -0.037
C -1.70636 4.15778 -0.13620 -0.065 -0.010 0.000
C 0.45988 -0.59420 -3.45435 0.016 0.120 -0.234
C -3.03612 4.33675 -0.39706 0.063 0.015 0.029
```
Positions in Å, forces in eV/Å.

***

3.
Formula: C20H13IIrN2O6
Source: the OMol25 dataset
Level of theory: ωB97M-V/def2-TZVPD

Summary:
2S+1 = 2
net charge = 0
strongest force on any atom = 0.0543 Eh/bohr
energy relative to the best compared isomer or geometry (same formula, charge and spin) = 1.4 kcal per mole

Geometry as XYZ:
```
43
Properties=species:S:1:pos:R:3:forces:R:3
I 4.88864 1.56593 -7.05230 -0.107 -0.010 0.201
N -2.29297 -5.84256 1.81718 -0.237 -0.320 0.159
H 1.00080 2.70436 -3.83007 -0.029 -0.014 -0.007
C -0.41204 2.47102 4.55961 0.066 0.124 0.242
H -0.41045 -3.52582 -1.69109 -0.058 0.000 -0.028
H -2.92542 -3.41044 2.57797 0.076 0.004 0.051
H -1.22880 5.58536 3.50443 0.001 -0.001 -0.035
C -0.28987 2.61089 2.12986 -0.417 -0.295 1.982
C -1.27950 -4.66999 -0.10655 -0.065 0.234 0.025
C -0.65968 3.97833 2.22469 0.250 -0.430 -0.456
H -0.99253 4.26798 5.57920 -0.017 0.018 -0.009
C 3.18296 0.17039 -3.31619 -0.024 0.038 0.078
C -0.96973 -3.51177 -0.76588 -0.015 -0.212 -0.162
O -2.14752 0.17754 1.23470 0.656 -0.037 0.239
O -1.98775 -6.89368 1.28382 0.020 0.171 0.041
O 1.57114 0.20309 -0.91427 -0.733 -0.029 0.608
C 2.10285 1.01884 -3.10856 -0.032 0.031 -0.023
H -0.32144 1.89726 5.47351 0.058 0.011 -0.011
C -1.98685 -4.60954 1.10588 0.009 0.234 -0.017
C 1.83857 2.04555 -4.01041 0.021 -0.074 0.037
H -0.76187 4.53168 1.30070 0.045 0.056 0.025
C 3.98513 0.33032 -4.43467 0.053 -0.060 -0.003
C -2.35996 -0.98494 1.65052 -0.283 0.220 -0.004
O 0.03869 1.32291 -1.97410 -0.131 -0.046 0.255
H 3.38728 -0.61685 -2.60273 -0.009 0.007 0.009
C -0.79827 3.80743 4.61993 0.045 -0.102 -0.116
O -1.07792 -1.18502 -0.92388 0.564 -0.480 -0.695
H -2.84219 -1.05047 2.63154 -0.289 -0.020 -0.095
C 1.20192 0.83568 -1.94124 -0.152 0.256 -0.240
H 2.44519 3.01943 -5.82170 -0.003 -0.015 -0.006
C -0.16762 1.87242 3.34603 -0.235 0.112 -0.638
H 0.14384 0.83802 3.27284 -0.010 -0.020 0.056
H -0.99491 -5.63383 -0.50125 0.044 -0.021 0.021
C 2.64413 2.21905 -5.12271 -0.011 0.024 -0.019
N -0.05656 2.05200 0.95413 0.343 -0.329 -2.753
C -2.36795 -3.41279 1.65010 -0.009 -0.127 0.228
O -2.84244 -5.75549 2.90201 0.096 0.035 -0.169
C 3.70333 1.34856 -5.33146 0.134 0.039 -0.211
C -1.34300 -2.24916 -0.25536 -0.589 0.164 0.551
H 4.82102 -0.33354 -4.60647 -0.013 -0.005 -0.003
Ir -0.47224 0.47153 0.03009 0.480 1.096 1.348
C -2.04086 -2.20776 1.01382 0.644 -0.296 -0.699
C -0.92517 4.54807 3.44834 -0.138 0.070 0.241
```
Positions in Å, forces in eV/Å.

***

4.
Formula: C20H14AsBr2F9N2NiO
Source: the OMol25 dataset
Level of theory: ωB97M-V/def2-TZVPD

Summary:
2S+1 = 2
net charge = +1
strongest force on any atom = 0.0264 Eh/bohr
energy relative to the best compared isomer or geometry (same formula, charge and spin) = 14.6 kcal per mole

Geometry as XYZ:
```
50
Properties=species:S:1:pos:R:3:forces:R:3
F -7.42921 -0.79050 -2.74135 0.006 -0.044 -0.092
H 1.80413 5.66107 -0.01399 -0.007 -0.007 -0.005
F 3.26001 -4.81881 -0.89195 0.102 -0.150 -0.056
H 2.22748 2.85037 -3.81956 -0.005 -0.015 0.021
Br 1.82792 -0.12111 -3.24108 0.008 -0.023 -0.305
C -3.67355 -1.09824 -0.05752 -0.062 -0.130 0.117
C 1.62179 -1.09981 3.64327 -0.065 -0.005 0.100
H 4.92663 -0.70986 2.97096 -0.025 0.014 0.007
C -3.40308 0.22778 -2.05320 0.014 0.067 -0.116
F 2.61215 -2.43438 -1.25341 0.358 0.111 -0.155
C -4.77218 0.23092 -2.23693 0.076 0.042 -0.048
C 1.15920 -0.88053 2.37239 -0.015 0.057 -0.073
N 1.97808 -0.57980 1.35283 0.277 -0.200 -0.004
C -2.85039 -0.42792 -0.95342 0.257 -0.048 0.044
C -5.58893 -0.42038 -1.32266 -0.032 0.031 -0.007
H 2.75280 4.69214 1.11306 0.004 -0.001 -0.035
As 1.97283 -3.88182 -0.32853 0.008 0.043 -0.150
H 2.89013 -1.42680 5.75015 0.013 -0.014 -0.030
F 1.01206 -4.20042 -1.69293 -0.170 -0.125 -0.174
H -5.69893 -1.61093 0.44761 0.045 0.008 0.020
C 2.99558 -1.02654 3.88128 0.035 -0.016 0.061
C 1.89998 1.45822 -2.22721 -0.061 -0.248 -0.210
F 1.22856 -5.05419 0.63278 -0.083 -0.131 0.074
H -5.21328 0.73658 -3.08596 0.035 0.014 0.004
Ni 1.56369 -0.77262 -0.60329 -0.888 0.818 0.625
O 3.55022 -1.22019 5.07569 -0.024 -0.005 0.004
C -5.04790 -1.09303 -0.24263 0.050 -0.053 0.097
H -2.74810 0.72747 -2.75416 -0.050 0.024 -0.019
C -7.08025 -0.35158 -1.52367 -0.002 -0.040 -0.024
F -7.74799 -1.07922 -0.62327 -0.024 -0.054 0.066
C 3.29154 -0.53963 1.59473 -0.143 0.124 -0.006
H 1.56554 2.01720 0.96570 -0.017 -0.030 -0.062
C 2.08329 3.77475 -1.86615 0.008 0.009 -0.017
C -1.42350 -0.39718 -0.74820 -0.949 0.386 -0.102
H -3.23282 -1.62914 0.77585 -0.047 0.011 0.007
F -7.51703 0.91409 -1.42484 -0.013 0.105 0.023
C 1.88949 3.56937 -0.50292 0.013 0.041 0.021
H 0.10718 -0.94485 2.13250 -0.006 -0.032 -0.026
C 2.08819 2.70954 -2.75763 0.049 0.198 0.053
F 2.91196 -3.29105 0.98357 0.199 0.039 0.331
Br 4.37292 -0.20176 0.08047 0.180 -0.093 0.144
C 1.72019 2.25945 -0.07950 -0.036 0.026 0.311
H 0.92729 -1.34419 4.43628 0.009 0.019 -0.010
H 2.22398 4.78154 -2.23953 -0.017 -0.008 -0.007
C -0.23545 -0.32040 -0.61297 1.179 -0.214 0.079
F 0.74501 -2.64656 0.15306 -0.072 0.054 -0.142
N 1.74221 1.23540 -0.92813 -0.253 -0.510 -0.361
C 1.85713 4.69854 0.48951 0.028 -0.073 0.014
C 3.85712 -0.73983 2.82258 0.113 0.016 0.040
H 0.99629 4.60884 1.15233 -0.001 0.011 -0.028
```
Positions in Å, forces in eV/Å.

***

5.
Formula: C20H14BrN3O2
Source: the OMol25 dataset
Level of theory: ωB97M-V/def2-TZVPD

Summary:
2S+1 = 1
SMILES = COc1ccc2nc3ccccc3nc2c1NC(=O)c1ccc(Br)cc1
net charge = 0
strongest force on any atom = 0.0156 Eh/bohr
energy relative to the best compared isomer or geometry (same formula, charge and spin) = 1.4 kcal per mole

Geometry as XYZ:
```
40
Properties=species:S:1:pos:R:3:forces:R:3
O 1.37006 2.98776 1.77380 0.097 0.110 0.029
C -2.14140 -1.58556 1.95043 0.083 -0.293 -0.397
C -2.50859 -2.63136 1.03852 0.275 0.375 0.214
Br 1.16864 3.68725 -5.05773 0.000 -0.040 0.174
C 1.16540 3.22412 -3.21290 -0.005 0.031 -0.164
H 0.66380 0.67178 2.16787 0.069 0.169 -0.099
C -3.99711 -2.17448 3.36012 0.274 0.371 0.155
C 3.63572 0.36785 -0.02676 0.323 0.079 0.225
N -1.80302 -2.85947 -0.06811 -0.005 -0.109 -0.226
C -0.75186 -2.08467 -0.30696 -0.116 0.251 0.475
C 1.13338 -1.51009 -1.67644 -0.268 -0.242 -0.123
C 0.12543 2.12294 -1.36959 0.134 0.116 0.099
C 0.74873 -0.21264 0.33313 0.581 -0.055 -0.552
H -0.69947 1.55382 -0.96716 -0.057 -0.066 0.036
H -0.28121 -3.02867 -2.17817 -0.002 -0.104 -0.072
H 1.76267 -1.65263 -2.54122 0.049 -0.027 -0.107
H 2.99659 3.63198 -0.41874 0.064 0.039 0.084
C 2.20111 3.29870 -1.06792 -0.158 -0.116 0.151
C -0.38246 -1.04149 0.60633 -0.380 -0.318 -0.044
H -2.62521 -0.58830 3.78787 0.031 0.072 0.063
C 0.02450 -2.26863 -1.47785 0.402 0.157 -0.241
C 1.18647 2.16238 0.90442 -0.039 0.103 -0.071
C -3.63896 -3.43304 1.33076 -0.310 -0.066 0.261
C -2.91671 -1.38142 3.11691 -0.337 -0.122 0.222
C 1.54233 -0.50530 -0.75912 0.028 0.131 0.684
C 1.17950 2.51119 -0.54881 -0.102 0.292 -0.137
H -4.59267 -2.02228 4.24808 -0.020 0.042 0.076
H -0.69860 2.17562 -3.34581 -0.050 0.003 -0.051
H 3.69622 -0.48321 0.65703 -0.033 0.034 -0.025
H 3.38610 1.26483 0.54403 0.076 -0.094 -0.057
C 2.20548 3.64916 -2.40444 -0.006 0.015 -0.116
O 2.72000 0.11076 -1.07424 -0.609 -0.219 -0.180
H -5.22293 -3.81258 2.69022 -0.057 -0.067 -0.020
H 4.59902 0.51202 -0.51401 -0.032 -0.004 0.067
N -1.08119 -0.81251 1.71480 0.132 0.134 -0.067
N 0.96736 0.84860 1.21562 -0.066 -0.285 0.377
C -4.35970 -3.20454 2.46351 0.027 -0.287 -0.402
H 3.00511 4.24682 -2.81394 0.043 0.035 -0.038
H -3.89798 -4.21249 0.63152 -0.028 -0.083 -0.064
C 0.11546 2.47776 -2.70505 -0.007 0.040 -0.139
```
Positions in Å, forces in eV/Å.